No. 1
18
Properties=species:S:1:pos:R:3 method="wB97M-V/def2-TZVPD" e_tot_ev=-10817.867 homo_ev=-8.84 charge=0 gap_ev=9.397
C -0.317 -0.248 1.232
N 0.386 0.049 -0.028
C -0.137 0.924 -0.909
N 0.293 0.748 -2.226
N -1.062 1.775 -0.602
H 0.007 -1.232 1.537
H -1.382 -0.303 1.027
H -0.101 0.493 1.992
H 0.904 -0.739 -0.376
H 0.808 -0.095 -2.412
H -0.430 0.907 -2.908
H -1.019 2.478 -1.337
H 4.260 -2.844 0.107
H 3.291 -4.037 0.184
O 3.333 -3.080 0.255
H -2.449 1.624 0.884
H -3.477 2.170 1.861
O -2.907 1.408 1.721


No. 2
18
Properties=species:S:1:pos:R:3 method="wB97M-V/def2-TZVPD" e_tot_ev=-29506.870 homo_ev=-8.84 smiles=NCCSS.O.O charge=0 gap_ev=9.115
N 2.770 0.013 -0.185
C 1.708 0.320 0.848
C 1.032 -0.990 1.301
S -0.796 -1.187 1.303
S -1.421 0.567 2.251
H 3.280 0.805 -0.429
H 3.425 -0.772 0.019
H 0.863 0.914 0.589
H 2.075 0.844 1.639
H 1.488 -1.375 2.205
H 1.321 -1.728 0.581
H -0.634 0.508 3.440
H -4.973 -4.380 -2.292
H -4.224 -5.346 -1.266
O -4.872 -5.295 -2.036
H 0.288 5.889 -3.097
H -0.802 5.186 -2.247
O -0.526 6.028 -2.621